Record 1
Molecular formula: H26O13
Method: DFT, ωB97M-V with the def2-TZVPD basis set

Each line ends with the Löwdin charge.
CARTESIAN COORDINATES (ANGSTROEM)
O -0.013 -0.316 -0.413  -0.059
H 0.678 -0.956 -0.202  0.003
H -0.880 -0.662 -0.095  0.004
O 1.377 0.061 2.309  -0.012
H 2.011 -0.498 2.733  0.045
H 0.722 -0.518 1.996  -0.040
O 1.856 -2.374 0.353  -0.025
H 1.880 -2.609 -0.559  0.043
H 2.778 -2.247 0.599  0.086
O 3.058 0.221 -0.337  -0.030
H 2.713 0.156 0.518  -0.013
H 2.945 1.158 -0.578  0.077
O -1.571 0.450 2.302  -0.036
H -1.508 -0.098 3.079  0.065
H -0.880 1.123 2.360  0.063
O -0.098 -2.706 2.288  -0.046
H -0.157 -3.202 3.117  0.062
H 0.665 -2.802 1.725  -0.012
O -4.210 0.481 -1.020  -0.092
H -3.573 -0.248 -0.978  0.001
H -3.700 1.284 -0.753  -0.002
O 1.602 1.248 -2.530  -0.020
H 0.673 1.334 -2.569  -0.033
H 1.699 0.329 -2.498  -0.033
O -2.360 -1.227 0.394  -0.030
H -2.310 -0.819 1.270  0.027
H -2.069 -2.098 0.608  0.047
O -2.343 2.352 0.058  -0.035
H -2.643 3.158 0.465  0.064
H -1.769 1.865 0.682  0.030
O 0.716 2.458 -0.070  -0.051
H 0.251 1.649 -0.147  -0.056
H 0.256 3.266 -0.373  0.064
O -1.208 1.324 -2.680  -0.048
H -1.277 1.006 -1.777  -0.008
H -1.988 1.918 -2.675  0.069
O 2.850 -1.548 -2.191  -0.081
H 2.728 -0.958 -1.460  -0.068
H 3.118 -0.949 -2.940  0.082

E_HOMO, hartree: -0.3739
Relative energy (zero: lowest compared OMol25 entry of this formula, charge and spin), eV: 1.723
Frontier orbital gap, eV: 9.91
Molecular weight, g/mol: 234.2
Electronic energy, a.u.: -993.70993



Record 2
Molecular formula: H26O13
Method: DFT, ωB97M-V with the def2-TZVPD basis set

Each line ends with the Löwdin charge.
CARTESIAN COORDINATES (ANGSTROEM)
H 0.256 -0.484 0.680  0.034
H -0.342 -1.688 -0.029  0.039
H 1.301 0.465 -0.700  0.033
H 1.771 -0.035 -2.056  0.046
H -2.150 0.330 -1.062  0.032
H -2.488 -0.319 0.270  0.029
H -0.533 0.622 2.326  0.027
H -2.024 0.330 2.276  0.027
H -4.044 2.277 0.910  0.083
H -2.647 1.730 0.669  0.053
H 0.094 -2.460 2.640  0.062
H 1.113 -2.614 1.522  0.075
H 3.469 0.040 3.329  0.029
H 2.819 -0.757 2.210  0.004
H 2.526 2.399 -1.327  0.013
H 2.388 3.820 -0.806  0.048
H 0.405 -2.183 -1.869  0.045
H 0.498 -3.673 -1.583  0.049
H -3.831 0.061 -1.475  0.043
H -3.248 1.430 -1.786  0.089
H -5.566 -1.213 -1.074  0.039
H -4.622 -0.772 0.033  -0.003
H 4.270 -0.474 -1.821  0.053
H 4.164 0.153 -3.201  0.044
H 2.944 2.240 1.310  0.041
H 3.535 1.679 0.028  0.010
O 0.433 -1.114 -0.027  -0.214
O 1.975 -0.086 -1.116  -0.109
O -2.032 -0.486 -0.563  -0.038
O -1.386 0.969 2.613  -0.036
O -3.553 1.669 0.346  -0.095
O 0.373 -2.065 1.806  -0.069
O 3.600 -0.737 2.774  -0.067
O 1.882 3.013 -0.958  -0.056
O 0.910 -2.830 -1.363  -0.048
O -3.797 0.966 -1.144  -0.154
O -5.474 -1.197 -0.115  -0.043
O 3.702 -0.441 -2.599  -0.062
O 3.308 1.432 0.931  -0.054

E_HOMO, hartree: -0.3206
Relative energy (zero: lowest compared OMol25 entry of this formula, charge and spin), eV: 10.689
Frontier orbital gap, eV: 8.67
Molecular weight, g/mol: 234.2
Electronic energy, a.u.: -993.38041



Record 3
Molecular formula: H26O13
Method: DFT, ωB97M-V with the def2-TZVPD basis set

Each line ends with the Mulliken spin population.
CARTESIAN COORDINATES (ANGSTROEM)
O 2.557 -2.153 0.679  0.000
H 2.426 -1.283 1.056  0.000
H 2.792 -1.987 -0.234  0.000
O -0.328 -2.784 1.657  0.000
H 0.621 -2.879 1.582  0.000
H -0.511 -2.922 2.586  0.000
O -0.753 -1.774 -1.971  0.001
H 0.141 -2.076 -1.813  0.000
H -1.075 -2.335 -2.676  0.000
O -0.678 1.407 3.172  0.219
H -0.283 2.266 3.324  -0.005
H -0.314 1.121 2.334  -0.012
O 2.206 0.282 1.894  0.002
H 1.863 1.172 1.802  0.001
H 2.582 0.260 2.773  -0.001
O -2.828 0.256 0.756  0.459
H -1.894 0.069 0.664  -0.014
H -3.255 -0.349 0.149  -0.012
O -1.369 2.421 -0.745  0.352
H -1.235 1.514 -1.021  -0.017
H -2.314 2.492 -0.606  -0.011
O 0.899 2.918 1.076  0.004
H -0.040 3.012 0.919  -0.005
H 1.265 2.699 0.219  -0.001
O -2.262 -4.084 0.413  0.009
H -2.393 -3.823 -0.498  0.000
H -1.693 -3.407 0.778  0.000
O -0.208 0.074 0.434  0.015
H -0.230 -0.883 0.422  0.000
H 0.710 0.295 0.278  -0.004
O -1.512 0.509 -2.799  0.016
H -1.353 0.403 -3.737  0.000
H -1.115 -0.265 -2.399  -0.001
O 2.069 0.617 -1.257  0.000
H 1.940 -0.137 -1.832  0.000
H 3.014 0.771 -1.271  0.000
O 1.153 3.050 -2.198  0.007
H 1.161 2.192 -1.772  0.001
H 0.243 3.340 -2.136  -0.003

Charge: +1
E_HOMO (alpha / beta), hartree: -0.5040 / -0.5010
Relative energy (zero: lowest compared OMol25 entry of this formula, charge and spin), eV: 1.142
Frontier orbital gap (alpha / beta), eV: 10.22 / 2.94
Molecular weight, g/mol: 234.2
Electronic energy, a.u.: -993.32138
Spin multiplicity: 2